No. 1
The molecule C7H12BN2O6PS at a distorted geometry, computed with ωB97M-V/def2-TZVPD.

Gap between HOMO and LUMO, Ha: 0.361
HOMO energy, eV: -10.2
LUMO level, eV: -0.363

CARTESIAN COORDINATES (ANGSTROEM)
1 C -0.6782 1.4030 3.3083
2 C -1.5534 0.0984 2.8923
3 O -1.6455 -0.1055 1.4583
4 C -0.3954 -0.5560 0.8955
5 C -0.4524 -0.7166 -0.7319
6 C -1.0692 -2.2040 -0.9724
7 N -1.5161 -3.3029 -1.2208
8 B -1.5019 0.3130 -1.4476
9 O -2.1096 -0.0850 -2.7194
10 O -1.8715 1.6219 -0.9535
11 C 1.0234 -0.7470 -1.3861
12 S 0.9493 -1.1612 -3.2227
13 C 1.7846 -2.0123 -0.7050
14 N 2.3427 -2.8450 -0.0198
15 P 2.0846 0.7844 -1.0390
16 O 2.8903 0.7189 0.2729
17 O 1.2430 2.2580 -1.1240
18 O 3.2643 0.8469 -2.3068
19 H 0.2725 1.0128 3.8503
20 H -0.3206 2.0085 2.4040
21 H -1.2639 2.1156 4.0088
22 H -2.6222 0.2268 3.3043
23 H -1.0128 -0.8195 3.3282
24 H -0.2310 -1.6402 1.2882
25 H 0.5272 0.0378 1.2498
26 H -3.0705 0.1342 -2.7144
27 H -2.8445 1.5949 -0.7446
28 H 2.0036 -2.0221 -3.5391
29 H 1.9238 2.9862 -1.1540
30 H 3.8494 0.0561 -2.2598



No. 2
The ion C6H11N with charge +1 at a distorted geometry, computed with ωB97M-V/def2-TZVPD.

Net charge: +1
Gap between HOMO and LUMO (spin up / spin down), Ha: 0.217 / 0.308
HOMO energy (spin up / spin down), eV: -12.6 / -14.8
Relative energy (zero: lowest compared OMol25 entry of this formula, charge and spin), kJ/mol: 445.43
LUMO level (spin up / spin down), eV: -6.719 / -6.408
Spin multiplicity: 2

CARTESIAN COORDINATES (ANGSTROEM)
1 C -2.5666 -0.9228 0.7582
2 N -2.6246 0.4604 0.4144
3 C -1.6814 0.9355 -0.5315
4 C -0.4120 0.5251 -1.1571
5 C 0.6364 0.2821 -0.2835
6 C 2.0382 0.1333 -0.5862
7 C 3.0929 -0.1783 0.4122
8 H -2.6553 -1.6453 -0.1479
9 H -3.2920 -1.2643 1.6165
10 H -1.5885 -1.2783 1.2245
11 H -2.0821 1.6993 -1.2071
12 H -1.4634 1.3708 0.4695
13 H -0.1611 0.6042 -2.2051
14 H 0.3383 0.1378 0.8020
15 H 2.3089 0.0857 -1.6500
16 H 4.0536 -0.0362 -0.0150
17 H 2.9062 0.3487 1.3290
18 H 3.1525 -1.2576 0.7572



No. 3
A cluster of 2 separate species, C4H13N2O in total at a distorted geometry, computed with ωB97M-V/def2-TZVPD.

Gap between HOMO and LUMO (spin up / spin down), Ha: 0.158 / 0.393
HOMO energy (spin up / spin down), eV: -3.8 / -10.2
Relative energy (zero: lowest compared OMol25 entry of this formula, charge and spin), kJ/mol: 207.74
LUMO level (spin up / spin down), eV: 0.514 / 0.456
Spin multiplicity: 2

CARTESIAN COORDINATES (ANGSTROEM)
1 C 1.2262 0.0707 1.2886
2 N 2.5120 0.5439 0.8659
3 C 0.8717 -1.1381 0.4376
4 N -0.5058 -1.6516 0.7901
5 H 0.4127 0.7936 1.3068
6 H 1.3115 -0.2621 2.3234
7 H 2.4675 0.8857 -0.0690
8 H 2.8052 1.3256 1.4394
9 H 1.5707 -1.9218 0.6773
10 H 0.8239 -0.8731 -0.6158
11 H -0.4970 -2.6926 0.6011
12 H -0.7390 -1.5193 1.7997
13 H -1.2284 -1.1942 0.1860
14 O -2.0191 1.6427 -3.2408
15 C -1.3137 1.1935 -2.3817
16 C -1.7579 1.0475 -0.9558
17 H -0.3248 0.7681 -2.6243
18 H -0.8892 1.0309 -0.3099
19 H -2.3336 0.0984 -0.8417
20 H -2.3929 1.8523 -0.6769



No. 4
The molecule C15H20O2 at a distorted geometry, computed with ωB97M-V/def2-TZVPD.

Gap between HOMO and LUMO, Ha: 0.284
HOMO energy, eV: -8.4
Relative energy (zero: lowest compared OMol25 entry of this formula, charge and spin), kJ/mol: 387.14
LUMO level, eV: -0.643

CARTESIAN COORDINATES (ANGSTROEM)
1 C 3.1188 -0.8954 0.2933
2 C 2.4866 0.3491 0.8831
3 C 1.7854 0.1397 2.2031
4 C 0.3690 -0.4630 2.1352
5 C -0.3653 -0.2228 0.9368
6 C 0.1637 0.5846 -0.2014
7 C 1.5045 0.9154 -0.1997
8 C 2.0383 1.7396 -1.2370
9 O 3.2589 1.8104 -1.4714
10 C -0.7294 0.6072 -1.3793
11 C -0.9089 2.0286 -2.0569
12 C -0.2361 -0.4504 -2.5289
13 O 0.7585 -0.0920 -3.1862
14 C -2.1145 0.2125 -0.6184
15 C -1.7660 -0.6252 0.5473
16 C -2.6842 -0.5072 1.7505
17 C -1.8223 -2.1019 0.1150
18 H 2.3726 -1.6769 0.0700
19 H 3.7097 -1.4853 1.0117
20 H 3.7414 -0.5160 -0.5948
21 H 3.2374 1.0110 1.0075
22 H 1.6288 1.0706 2.6122
23 H 2.3702 -0.5619 2.8722
24 H -0.0470 -1.1373 2.8671
25 H 1.5523 2.6764 -1.4460
26 H -1.8758 1.9378 -2.6451
27 H -1.0497 2.8612 -1.4574
28 H -0.1527 2.3618 -2.7452
29 H -0.3721 -1.5409 -2.4069
30 H -2.9721 -0.2294 -1.1745
31 H -2.5564 1.1016 -0.2460
32 H -2.7122 0.5503 2.1951
33 H -3.7683 -0.6245 1.5956
34 H -2.3331 -1.2081 2.4715
35 H -1.4563 -2.7603 0.9633
36 H -1.3281 -2.4534 -0.8436
37 H -2.8457 -2.4059 -0.0918



No. 5
A cluster of 10 separate species, C32H59BBr18FNO5S in total at a distorted geometry, computed with ωB97M-V/def2-TZVPD.

Gap between HOMO and LUMO, Ha: 0.331
HOMO energy, eV: -8.9
LUMO level, eV: 0.106

CARTESIAN COORDINATES (ANGSTROEM)
1 C -4.7464 1.2017 -0.0912
2 C -3.6737 1.2147 1.0462
3 C -3.5665 -0.1849 1.7261
4 C -2.1979 -0.8907 1.5543
5 C -1.8840 -0.8654 0.0483
6 C -0.6549 -1.7239 -0.3657
7 F -1.0268 -2.6995 -1.2697
8 C -2.3649 -2.3450 2.0897
9 C -3.5403 -2.5942 3.0963
10 O -3.5193 -3.9510 3.5475
11 O -3.2677 -3.9334 4.9515
12 N -2.6029 -3.4061 1.0532
13 C -1.7285 -4.2588 0.9880
14 S -0.5521 -5.3106 0.6917
15 O -1.2107 -2.7794 2.8531
16 C -0.4374 -1.6723 3.1041
17 O 0.5494 -1.8211 3.7493
18 C -1.0554 -0.3922 2.5213
19 C -1.5627 0.3366 3.8347
20 B -0.0143 0.7012 1.9788
21 O -0.4377 1.8005 1.2036
22 C 1.5628 0.6042 2.2502
23 C 2.2931 -0.3290 1.2497
24 H -4.8667 0.2210 -0.5520
25 H -4.5636 2.0089 -0.8028
26 H -5.7068 1.4326 0.3978
27 H -4.0630 1.9222 1.7932
28 H -2.7188 1.6290 0.7128
29 H -4.3550 -0.8212 1.3027
30 H -3.8514 -0.0425 2.7778
31 H -2.7481 -1.2381 -0.5141
32 H -1.6834 0.1467 -0.3213
33 H 0.0783 -1.0995 -0.8742
34 H -0.2209 -2.2378 0.4976
35 H -4.4948 -2.4815 2.5649
36 H -3.5114 -1.9180 3.9493
37 H -4.0942 -4.1941 5.3750
38 H -2.1568 1.2083 3.5365
39 H -2.1775 -0.3655 4.4037
40 H -0.7108 0.6468 4.4492
41 H -0.4483 2.5916 1.7503
42 H 1.7715 0.3151 3.2898
43 H 1.9852 1.6172 2.1410
44 H 1.7350 -1.2535 1.0551
45 H 3.2510 -0.6521 1.6736
46 H 2.4331 0.2187 0.3039
47 Br 1.3604 1.2707 -1.7400
48 C 2.6632 1.7933 -3.0907
49 C 4.0416 1.9158 -2.4992
50 Br 4.2262 3.5618 -1.4749
51 H 2.3077 2.7196 -3.5312
52 H 2.6337 1.0040 -3.8394
53 H 4.7903 1.9802 -3.2861
54 H 4.2906 1.0971 -1.8309
55 Br 4.8537 -8.5082 -0.9295
56 C 3.5938 -7.0380 -1.1592
57 C 2.9485 -6.6570 0.1451
58 Br 1.5667 -7.9279 0.6634
59 H 2.8796 -7.3516 -1.9141
60 H 4.1882 -6.2129 -1.5460
61 H 2.4356 -5.7011 0.0484
62 H 3.6534 -6.6050 0.9689
63 Br 6.2080 -4.3404 -2.0373
64 C 7.3512 -5.8619 -2.4600
65 C 7.8110 -5.8277 -3.8912
66 Br 6.3943 -6.3870 -5.1058
67 H 6.7877 -6.7585 -2.2163
68 H 8.1997 -5.7773 -1.7829
69 H 8.6167 -6.5439 -4.0413
70 H 8.1337 -4.8424 -4.2129
71 Br -2.3542 4.2456 -0.9181
72 C -1.1129 4.5778 -2.3821
73 C 0.2978 4.7587 -1.8825
74 Br 0.5472 6.5185 -1.0907
75 H -1.4898 5.4419 -2.9221
76 H -1.1804 3.6973 -3.0188
77 H 1.0014 4.7132 -2.7120
78 H 0.5839 4.0297 -1.1295
79 Br 8.7509 -11.0156 -5.1337
80 C 8.7826 -10.5932 -3.2339
81 C 8.7376 -9.1072 -3.0004
82 Br 10.4686 -8.2758 -3.3521
83 H 9.6710 -11.0604 -2.8212
84 H 7.8969 -11.0703 -2.8189
85 H 8.5234 -8.8917 -1.9546
86 H 8.0085 -8.6047 -3.6298
87 Br -1.8930 1.3599 7.7766
88 C -2.8378 -0.2436 8.3502
89 C -3.0938 -1.1724 7.1942
90 Br -4.5636 -0.5360 6.0833
91 H -3.7488 0.0853 8.8403
92 H -2.1844 -0.7159 9.0808
93 H -3.4071 -2.1514 7.5502
94 H -2.2318 -1.2874 6.5433
95 Br -5.6707 0.8100 -3.2938
96 C -6.9273 2.2197 -3.7656
97 C -7.6685 2.7206 -2.5543
98 Br -9.0611 1.4768 -2.0028
99 H -7.5839 1.8157 -4.5296
100 H -6.3193 3.0135 -4.1955
101 H -8.1879 3.6494 -2.7820
102 H -7.0216 2.8700 -1.6951
103 Br -1.6400 8.9775 -2.9187
104 C -3.5437 9.0448 -3.3167
105 C -4.1758 7.6846 -3.1776
106 Br -3.7567 6.5408 -4.6979
107 H -3.6450 9.4636 -4.3130
108 H -3.9658 9.7363 -2.5902
109 H -5.2608 7.7669 -3.1720
110 H -3.8495 7.1553 -2.2866
111 Br 2.9999 8.9955 0.1394
112 C 1.6051 10.2329 -0.4218
113 C 0.8612 10.7999 0.7572
114 Br -0.3944 9.5059 1.4924
115 H 0.9601 9.6906 -1.1076
116 H 2.1239 11.0217 -0.9630
117 H 0.2524 11.6486 0.4515
118 H 1.5178 11.0999 1.5677



No. 6
A structure of composition C37H58AgF6N4O3Si4 at a distorted geometry, computed with ωB97M-V/def2-TZVPD.

Net charge: -1
Gap between HOMO and LUMO, Ha: 0.152
HOMO energy, eV: -2.8
LUMO level, eV: 1.299

CARTESIAN COORDINATES (ANGSTROEM)
1 Ag -0.6853 0.1181 -0.7079
2 C 0.3002 -4.3091 5.3389
3 C 0.5385 -3.3920 4.1739
4 C 1.7585 -2.9215 3.8373
5 C 1.9629 -2.0664 2.7014
6 C 3.2686 -1.6624 2.4753
7 N 3.8304 -1.1377 1.3805
8 C 3.5039 -1.4465 -0.0096
9 C 4.3453 -2.6361 -0.4980
10 C 4.0749 -3.9956 0.1631
11 N 2.9944 -4.7613 -0.4602
12 C 1.7737 -4.1925 -0.5276
13 C 0.7326 -4.4751 -1.3685
14 C 0.6028 -5.6418 -2.1904
15 C -0.5212 -5.8558 -2.9128
16 C -0.7170 -7.0704 -3.7733
17 C -1.5948 -4.8992 -2.8034
18 C -1.5362 -3.7483 -2.0848
19 C -2.7356 -2.9043 -1.9762
20 N -2.7850 -1.8411 -1.3000
21 C -4.0501 -1.1209 -1.2385
22 C -3.9235 0.0938 -0.3384
23 C -3.5379 -0.2743 1.0865
24 N -2.1155 -0.5279 1.2676
25 C -1.8109 -1.6064 1.8518
26 C -0.5001 -2.0274 2.3828
27 C -0.5711 -2.9402 3.3913
28 C 0.8131 -1.4974 1.9694
29 O 0.9686 -0.6036 1.1359
30 C -0.2664 -3.3958 -1.4318
31 O 0.0332 -2.2745 -1.0333
32 H 1.2402 -4.5774 5.8207
33 H -0.3385 -3.8359 6.0882
34 H -0.1955 -5.2310 5.0268
35 H 2.6294 -3.2177 4.4160
36 H 3.9564 -1.7661 3.3135
37 H 4.7679 -0.7889 1.5076
38 H 2.4297 -1.5715 -0.1123
39 H 3.7636 -0.5755 -0.6109
40 H 4.2145 -2.7282 -1.5800
41 H 5.3987 -2.3852 -0.3324
42 H 4.9690 -4.6181 0.1216
43 H 3.8274 -3.8638 1.2194
44 H 3.2623 -5.3163 -1.2602
45 H 1.6150 -3.3822 0.1725
46 H 1.3913 -6.3891 -2.1953
47 H 0.1187 -7.7620 -3.6675
48 H -1.6331 -7.6015 -3.5051
49 H -0.7988 -6.7977 -4.8279
50 H -2.5215 -5.1218 -3.3264
51 H -3.6133 -3.2880 -2.5225
52 H -4.3428 -0.8033 -2.2400
53 H -4.8333 -1.7947 -0.8609
54 H -3.1890 0.7797 -0.7716
55 H -4.8861 0.6131 -0.3131
56 H -3.7742 0.5677 1.7437
57 H -4.1354 -1.1365 1.4279
58 H -2.6079 -2.3210 2.1193
59 H -1.5561 -3.3164 3.6561
60 C 0.2550 6.4074 -0.0460
61 Si -0.0047 4.6779 -0.8046
62 C -1.6728 4.8283 -1.6945
63 C 1.3872 4.5923 -2.0949
64 Si -0.0240 2.7035 0.4493
65 Si -1.4419 3.2739 2.2266
66 C -1.4044 2.0549 3.6851
67 C -1.1249 4.9286 3.1175
68 C -3.2378 3.4174 1.6267
69 Si 2.0718 2.8743 1.4795
70 C 2.2741 1.9242 3.1160
71 C 2.7362 4.6046 1.9399
72 C 3.3582 2.2636 0.2255
73 H 0.1247 7.1560 -0.8339
74 H 1.2581 6.5268 0.3684
75 H -0.4592 6.6339 0.7460
76 H -1.5707 5.3355 -2.6576
77 H -2.3776 5.3989 -1.0834
78 H -2.0892 3.8354 -1.8716
79 H 1.1694 5.2382 -2.9497
80 H 1.5325 3.5784 -2.4676
81 H 2.3268 4.9301 -1.6488
82 H -0.3844 1.9718 4.0631
83 H -1.7257 1.0534 3.4151
84 H -2.0375 2.4187 4.5006
85 H -0.0895 4.9925 3.4581
86 H -1.7744 5.0452 3.9903
87 H -1.3039 5.7736 2.4520
88 H -3.4978 2.6226 0.9267
89 H -3.3608 4.3611 1.0903
90 H -3.9521 3.4037 2.4560
91 H 1.8790 2.5464 3.9236
92 H 3.3258 1.7197 3.3425
93 H 1.7309 0.9805 3.1265
94 H 1.9958 5.1827 2.4949
95 H 2.9943 5.1739 1.0442
96 H 3.6376 4.5283 2.5562
97 H 3.0132 1.3379 -0.2298
98 H 4.3543 2.1180 0.6575
99 H 3.4373 3.0104 -0.5676
100 C -2.6595 2.1045 -4.5481
101 C -1.5491 1.3079 -3.8315
102 O -1.6303 1.3747 -2.5004
103 C -1.6271 -0.1538 -4.3690
104 F -0.6876 -0.9583 -3.8433
105 F -2.8213 -0.7073 -4.0639
106 F -1.5255 -0.2779 -5.7160
107 C -0.1737 1.8991 -4.2856
108 F 0.1237 1.7213 -5.6033
109 F 0.8563 1.3795 -3.6009
110 F -0.1450 3.2281 -4.0871
111 H -3.6167 1.6337 -4.3299
112 H -2.5197 2.1588 -5.6296
113 H -2.6628 3.1078 -4.1282



No. 7
The ion C5H14N2 with charge -1 at a distorted geometry, computed with ωB97M-V/def2-TZVPD.

Net charge: -1
Gap between HOMO and LUMO (spin up / spin down), Ha: 0.096 / 0.317
HOMO energy (spin up / spin down), eV: 1.4 / -4.6
Relative energy (zero: lowest compared OMol25 entry of this formula, charge and spin), kJ/mol: 107.71
LUMO level (spin up / spin down), eV: 4.027 / 3.991
Spin multiplicity: 2

CARTESIAN COORDINATES (ANGSTROEM)
1 C -2.0344 0.5235 -0.3257
2 N -1.0296 -0.1235 -1.1588
3 C -0.1875 -1.9919 1.0136
4 C 0.6556 -0.7649 0.6415
5 C 0.3447 -0.0348 -0.7276
6 C 0.8066 1.4425 -0.5754
7 N 2.0798 1.6652 0.0794
8 H -1.7878 0.5810 0.7337
9 H -2.9319 -0.1041 -0.3521
10 H -2.5073 1.4421 -0.6824
11 H -1.4049 -0.9316 -1.6158
12 H 0.3303 -2.4552 1.8773
13 H -0.4557 -2.6995 0.2312
14 H -1.1481 -1.6586 1.4365
15 H 0.4028 -0.0100 1.3999
16 H 1.7340 -0.9536 0.5882
17 H 0.9845 -0.5506 -1.4472
18 H 0.8195 1.9853 -1.5407
19 H 0.0617 1.9675 0.0563
20 H 2.9011 1.5921 -0.5039
21 H 2.3666 1.0791 0.8723



No. 8
A structure of composition C13H22AsOS4W, computed with ωB97M-V/def2-TZVPD.

Net charge: +1
Gap between HOMO and LUMO (spin up / spin down), Ha: 0.262 / 0.263
HOMO energy (spin up / spin down), eV: -11.8 / -11.8
Relative energy (zero: lowest compared OMol25 entry of this formula, charge and spin), kJ/mol: 34.17
LUMO level (spin up / spin down), eV: -4.651 / -4.648

CARTESIAN COORDINATES (ANGSTROEM)
1 W -2.5335 -0.8180 -0.2616
2 S -3.0270 -0.4886 -2.2952
3 S -3.0330 -3.1276 -0.7126
4 S -3.5308 -3.6760 1.1650
5 S -3.0220 -1.8676 1.8649
6 C -1.8604 1.8658 2.6589
7 C -2.5769 2.0419 1.3351
8 C -1.8869 3.0332 0.4190
9 C -4.0513 2.3514 1.5120
10 O -2.5141 0.7437 0.6511
11 H -1.8560 2.8140 3.1970
12 H -0.8239 1.5605 2.5065
13 H -2.3619 1.1232 3.2796
14 H -1.9103 4.0212 0.8793
15 H -2.3931 3.0883 -0.5444
16 H -0.8439 2.7587 0.2570
17 H -4.1555 3.2999 2.0392
18 H -4.5429 1.5757 2.0989
19 H -4.5497 2.4370 0.5468
20 C 0.3296 -2.2926 -2.1541
21 As -0.0501 -1.3074 -0.5463
22 C 0.7040 -2.3896 0.8502
23 C 1.0138 0.3173 -0.6724
24 C 2.4646 0.0110 -0.9079
25 C 3.3179 -0.2354 0.1643
26 C 4.6539 -0.5354 -0.0558
27 C 5.1495 -0.5903 -1.3508
28 C 4.3076 -0.3365 -2.4243
29 C 2.9715 -0.0373 -2.2037
30 H 1.4105 -2.4006 -2.2335
31 H -0.0647 -1.7511 -3.0108
32 H -0.1452 -3.2688 -2.0848
33 H 1.7454 -2.5869 0.5997
34 H 0.1388 -3.3192 0.8925
35 H 0.6343 -1.8803 1.8088
36 H 0.8570 0.8697 0.2554
37 H 0.5756 0.8969 -1.4861
38 H 2.9421 -0.1758 1.1800
39 H 5.3098 -0.7164 0.7852
40 H 6.1925 -0.8195 -1.5219
41 H 4.6930 -0.3633 -3.4346
42 H 2.3218 0.1745 -3.0457